Record 1
{"formula": "C46H46HgN6P2S2Se", "method": "ωB97M-V with the def2-TZVPD basis set", "s_squared": 0.76, "multiplicity": 2, "energy_ha": -6143.01890, "e_above_lowest_kj_mol": 24.5, "homo_energy_ev": [-2.8, -4.1], "charge": -1, "species": ["Hg", "C", "C", "N", "C", "S", "N", "N", "C", "C", "C", "C", "C", "C", "C", "N", "H", "H", "H", "H", "H", "H", "H", "H", "H", "H", "H", "H", "H", "C", "N", "P", "C", "C", "C", "C", "C", "C", "C", "C", "C", "C", "C", "C", "P", "C", "C", "C", "C", "C", "C", "C", "C", "C", "C", "C", "C", "H", "H", "H", "H", "H", "H", "H", "H", "H", "H", "H", "H", "H", "H", "H", "H", "H", "H", "H", "H", "H", "H", "H", "Se", "C", "C", "C", "C", "C", "C", "H", "H", "H", "H", "H", "S", "C", "N", "C", "C", "C", "C", "H", "H", "H", "H", "H"], "positions_angstrom": [[-0.195, 0.992, 1.021], [-5.782, 4.064, -0.486], [-4.699, 3.605, 0.486], [-4.450, 2.185, 0.399], [-3.254, 1.695, -0.011], [-2.904, 0.116, 0.555], [-2.522, 2.429, -0.808], [-1.298, 1.988, -1.096], [-0.551, 2.610, -1.957], [-1.021, 3.842, -2.687], [0.780, 2.083, -2.162], [1.689, 2.662, -3.065], [2.934, 2.099, -3.237], [3.284, 0.997, -2.463], [2.341, 0.495, -1.585], [1.125, 0.990, -1.452], [-5.924, 5.139, -0.404], [-6.720, 3.567, -0.256], [-5.492, 3.819, -1.503], [-4.992, 3.850, 1.512], [-3.759, 4.110, 0.259], [-4.898, 1.595, 1.086], [-1.983, 4.136, -2.272], [-1.151, 3.656, -3.753], [-0.311, 4.660, -2.563], [1.406, 3.547, -3.611], [3.638, 2.516, -3.946], [4.261, 0.546, -2.535], [2.569, -0.361, -0.959], [-0.790, -3.830, -0.878], [-0.309, -2.475, -0.657], [0.289, -1.967, 0.854], [-0.802, -2.772, 2.094], [-0.849, -4.159, 2.218], [-1.694, -4.754, 3.133], [-2.474, -3.967, 3.964], [-2.411, -2.589, 3.867], [-1.590, -1.991, 2.929], [1.758, -2.995, 1.176], [2.191, -2.991, 2.506], [3.378, -3.592, 2.862], [4.168, -4.188, 1.890], [3.764, -4.169, 0.565], [2.573, -3.565, 0.204], [-0.874, -1.145, -1.604], [0.098, -1.419, -3.142], [-0.032, -0.396, -4.080], [0.660, -0.436, -5.273], [1.487, -1.511, -5.557], [1.639, -2.525, -4.628], [0.963, -2.469, -3.420], [-2.491, -1.790, -2.214], [-2.907, -1.669, -3.537], [-4.195, -2.013, -3.910], [-5.097, -2.470, -2.967], [-4.692, -2.611, -1.652], [-3.405, -2.278, -1.280], [0.008, -4.546, -0.656], [-1.091, -3.940, -1.923], [-1.650, -4.079, -0.248], [-0.212, -4.777, 1.603], [-1.737, -5.833, 3.205], [-3.128, -4.434, 4.685], [-3.008, -1.969, 4.516], [-1.567, -0.911, 2.851], [1.572, -2.514, 3.257], [3.694, -3.593, 3.896], [5.098, -4.662, 2.166], [4.389, -4.620, -0.193], [2.263, -3.541, -0.832], [-0.688, 0.433, -3.844], [0.567, 0.374, -5.984], [2.021, -1.545, -6.497], [2.296, -3.360, -4.844], [1.126, -3.259, -2.702], [-2.230, -1.301, -4.293], [-4.507, -1.909, -4.942], [-6.112, -2.702, -3.253], [-5.390, -2.966, -0.907], [-3.124, -2.363, -0.242], [2.181, 3.006, 1.889], [3.800, 2.892, 0.926], [3.906, 3.455, -0.339], [5.118, 3.439, -0.999], [6.232, 2.865, -0.405], [6.121, 2.297, 0.855], [4.911, 2.303, 1.519], [3.034, 3.907, -0.791], [5.196, 3.882, -1.984], [7.184, 2.869, -0.920], [6.988, 1.848, 1.324], [4.813, 1.869, 2.506], [-2.271, 2.077, 3.747], [-0.972, 2.405, 4.733], [0.014, 3.239, 4.281], [1.112, 3.551, 4.988], [1.283, 3.061, 6.248], [0.297, 2.200, 6.778], [-0.810, 1.889, 6.043], [-0.059, 3.550, 3.314], [1.836, 4.185, 4.497], [2.158, 3.317, 6.822], [0.435, 1.781, 7.766], [-1.578, 1.230, 6.417]], "mulliken_charge": [0.796, -1.311, -0.314, -0.101, 0.084, -0.338, -1.795, 1.956, -0.190, -1.999, 1.117, -0.824, -1.028, -0.835, -0.676, 1.175, 0.378, 0.315, 0.323, 0.369, 0.279, 0.230, 0.429, 0.287, 0.371, 0.452, 0.465, 0.494, 0.279, -1.743, 1.090, 0.105, 0.908, -0.121, -0.802, -0.538, -0.672, -0.377, 0.190, -1.077, -0.618, -0.532, -0.698, 0.041, 1.528, 1.127, -1.027, -0.659, -0.876, -0.679, -0.739, 0.788, -0.910, -0.712, -0.641, -1.082, -0.453, 0.383, 0.594, 0.211, 0.327, 0.405, 0.381, 0.482, 0.052, 0.413, 0.417, 0.371, 0.434, 0.154, 0.603, 0.408, 0.357, 0.418, 0.062, 0.358, 0.420, 0.362, 0.447, 0.416, -0.281, -0.032, -0.348, -0.497, -0.536, -0.424, -0.496, 0.457, 0.372, 0.370, 0.354, 0.393, -0.264, 0.272, -0.100, -0.152, -0.722, -0.077, -0.782, 0.247, 0.428, 0.385, 0.377, 0.369]}

Record 2
{"formula": "C46H46N3O13", "method": "ωB97M-V with the def2-TZVPD basis set", "energy_ha": -2922.38249, "e_above_lowest_kj_mol": 0.0, "homo_energy_ev": -11.6, "charge": 1, "species": ["C", "C", "C", "C", "C", "C", "C", "N", "C", "N", "N", "C", "C", "O", "H", "H", "H", "H", "H", "H", "H", "H", "H", "H", "H", "H", "H", "H", "H", "H", "H", "H", "H", "H", "H", "H", "C", "C", "C", "O", "C", "C", "C", "O", "H", "H", "H", "H", "C", "C", "C", "O", "C", "C", "C", "O", "H", "H", "H", "H", "C", "C", "C", "O", "C", "C", "C", "O", "H", "H", "H", "H", "C", "C", "C", "O", "C", "C", "C", "O", "H", "H", "H", "H", "C", "C", "C", "O", "C", "C", "C", "O", "H", "H", "H", "H", "C", "C", "C", "O", "C", "C", "C", "O", "H", "H", "H", "H"], "positions_angstrom": [[-1.567, 0.652, 2.214], [-0.101, 0.220, 2.094], [0.325, -0.069, 0.665], [-0.196, -1.398, 0.067], [-0.336, -2.549, 1.065], [0.025, -3.934, 0.486], [-0.491, -4.196, -0.934], [0.575, -4.009, -1.966], [0.348, -3.345, -3.078], [1.196, -3.574, -4.167], [-0.647, -2.407, -3.149], [-1.881, -2.917, -3.790], [-3.023, -1.984, -3.413], [-3.744, -2.205, -2.470], [-1.835, 1.256, 1.349], [-1.645, 1.297, 3.079], [-2.239, -0.191, 2.324], [0.097, -0.587, 2.789], [0.502, 1.054, 2.443], [-0.086, 0.733, 0.053], [1.400, -0.003, 0.527], [0.504, -1.692, -0.715], [-1.137, -1.211, -0.443], [-1.383, -2.624, 1.341], [0.286, -2.417, 1.938], [-0.440, -4.676, 1.128], [1.102, -4.050, 0.539], [-1.367, -3.607, -1.158], [-0.765, -5.244, -0.991], [1.093, -4.856, -2.172], [2.113, -3.167, -4.152], [0.912, -4.152, -4.932], [-0.324, -1.545, -3.582], [-1.750, -2.954, -4.870], [-2.136, -3.905, -3.418], [-3.152, -1.102, -4.061], [-1.877, 2.804, -1.907], [-1.585, 1.586, -2.354], [-0.951, 1.388, -3.677], [-0.665, 0.271, -4.077], [-0.655, 2.583, -4.490], [-0.935, 3.805, -4.044], [-1.571, 4.014, -2.718], [-1.822, 5.123, -2.307], [-2.338, 2.975, -0.943], [-1.790, 0.692, -1.778], [-0.187, 2.415, -5.451], [-0.712, 4.695, -4.620], [4.183, 1.798, -4.013], [3.396, 2.235, -4.989], [2.857, 3.617, -4.982], [2.107, 3.989, -5.859], [3.233, 4.499, -3.852], [4.020, 4.062, -2.872], [4.554, 2.677, -2.876], [5.257, 2.258, -1.981], [4.581, 0.791, -3.990], [3.104, 1.609, -5.824], [2.825, 5.501, -3.865], [4.300, 4.686, -2.032], [4.228, -0.456, -0.097], [4.886, -0.699, 1.033], [5.304, -2.075, 1.401], [5.900, -2.301, 2.429], [4.959, -3.171, 0.457], [4.300, -2.926, -0.671], [3.883, -1.550, -1.037], [3.278, -1.333, -2.071], [3.917, 0.540, -0.384], [5.147, 0.085, 1.732], [5.274, -4.166, 0.742], [4.040, -3.709, -1.372], [2.866, 7.024, -0.187], [2.086, 6.843, 0.875], [0.606, 6.800, 0.746], [-0.103, 6.632, 1.712], [0.031, 6.969, -0.613], [0.813, 7.151, -1.674], [2.290, 7.191, -1.543], [3.002, 7.343, -2.516], [3.947, 7.057, -0.116], [2.485, 6.718, 1.874], [-1.048, 6.932, -0.688], [0.414, 7.275, -2.673], [-4.749, -4.967, 3.731], [-4.537, -6.232, 3.374], [-4.040, -6.577, 2.019], [-3.840, -7.724, 1.687], [-3.792, -5.455, 1.078], [-4.005, -4.191, 1.432], [-4.499, -3.846, 2.791], [-4.685, -2.694, 3.113], [-5.110, -4.695, 4.715], [-4.711, -7.062, 4.046], [-3.432, -5.728, 0.093], [-3.832, -3.359, 0.759], [-3.934, 0.706, 7.017], [-3.039, 0.593, 6.040], [-1.605, 0.350, 6.335], [-0.788, 0.247, 5.443], [-1.206, 0.235, 7.759], [-2.100, 0.348, 8.737], [-3.536, 0.592, 8.444], [-4.351, 0.692, 9.333], [-4.984, 0.884, 6.825], [-3.308, 0.671, 4.994], [-0.156, 0.057, 7.950], [-1.831, 0.269, 9.783]], "mulliken_charge": [-0.639, -0.696, -0.071, 1.728, -0.649, -1.282, -0.232, 0.298, -0.434, -0.429, 0.430, -0.714, -0.017, -0.444, 0.048, 0.288, 0.185, 0.287, 0.496, 0.013, -0.382, -0.548, -0.087, 0.045, 0.415, 0.456, 0.350, -0.060, 0.562, 0.428, 0.210, 0.179, 0.256, 0.452, 0.444, 0.414, -0.594, 0.036, 0.237, -0.661, -0.506, -0.488, 0.236, -0.547, 0.492, 0.499, 0.525, 0.479, -0.270, -0.334, 0.194, -0.570, -0.388, -0.324, 0.311, -0.585, 0.436, 0.454, 0.598, 0.496, -0.214, -0.634, 0.198, -0.531, -0.441, -0.346, 0.535, -0.613, 0.623, 0.477, 0.458, 0.449, -0.369, -0.413, 0.357, -0.553, -0.522, -0.127, 0.346, -0.600, 0.486, 0.436, 0.431, 0.525, -0.412, -0.415, 0.294, -0.544, -0.344, -0.275, 0.393, -0.552, 0.430, 0.421, 0.485, 0.528, -0.471, -0.101, 0.467, -0.485, -0.441, -0.386, 0.286, -0.533, 0.432, 0.402, 0.431, 0.403]}